C25H42GaN3O | the ωB97M-V functional and the def2-TZVPD basis

```
72
Properties=species:S:1:pos:R:3:forces:R:3:lowdin_charge:R:1
H -2.715 -4.708 5.876 -0.29 0.59 0.47 0.08
H 2.689 5.254 -6.533 0.06 0.01 0.02 0.11
H -4.605 -0.777 4.563 1.01 0.04 0.13 0.11
H 1.574 -5.599 2.358 -0.71 0.44 -0.34 0.08
C -1.884 -1.548 7.116 -2.04 -0.29 0.13 -0.08
O 1.691 2.413 -5.674 -0.08 0.20 -0.22 -0.07
H 4.429 5.373 -6.937 -0.06 0.05 0.04 0.12
C -1.024 1.034 2.064 0.80 -0.06 0.22 -0.27
H -2.377 -2.440 3.871 -1.78 0.17 0.42 0.12
C 0.360 -3.853 1.530 -1.10 -3.57 0.13 -0.10
C 0.633 -5.255 1.879 -2.15 0.37 -1.03 -0.09
C 0.485 -0.114 -3.069 -0.95 -0.09 -1.98 -0.20
H -2.930 -1.385 0.593 0.10 0.02 -0.09 -0.03
H -0.534 -0.163 4.762 -0.41 0.76 -0.15 0.06
C -1.810 1.155 3.424 -0.31 0.46 -0.11 -0.36
C -1.608 -5.755 0.914 0.62 -0.81 0.72 -0.19
Ga -1.325 -1.562 0.467 -0.18 -0.21 0.11 0.44
H -0.040 1.572 4.721 -0.80 -0.62 -0.22 0.08
H 2.463 3.241 -7.400 0.25 -0.07 0.00 0.12
H -2.857 -1.973 -2.223 0.91 0.41 0.01 0.09
H -2.451 -0.590 7.272 0.68 -0.76 0.00 0.06
C -1.670 -1.112 -3.906 1.58 0.61 1.57 -0.09
H -3.021 -0.436 2.522 -0.31 0.61 0.62 0.04
H -0.857 -1.290 6.765 -0.84 -0.43 0.42 0.07
H -1.900 -2.097 8.091 0.37 0.56 -0.70 0.06
C -0.899 -1.088 -1.516 -1.16 -0.78 0.34 -0.29
C 5.354 4.481 -4.581 -0.26 -0.10 -0.24 0.01
H -0.323 -7.325 1.809 0.05 0.93 -0.18 0.08
N -1.905 -4.470 0.575 2.33 -1.22 1.18 0.01
H 1.138 -3.110 1.796 -0.93 -0.25 -0.44 0.08
H 3.178 5.113 -3.431 0.14 -0.07 -0.07 0.11
H -4.277 -3.873 6.219 0.87 0.08 0.06 0.07
C -3.152 0.307 3.349 0.51 -0.41 0.14 -0.18
H 3.091 3.330 -3.500 -0.14 0.04 -0.08 0.12
H -3.062 -3.983 7.540 0.04 -0.11 -1.12 0.07
C 3.692 5.384 -6.134 0.06 -0.26 0.13 0.02
H 5.347 5.437 -4.060 -0.01 -0.08 -0.03 0.11
H 1.982 4.350 -4.483 0.09 -0.27 0.04 0.10
H 0.719 -0.257 1.489 -0.74 -0.04 0.43 0.04
H 2.872 1.545 -7.102 0.39 0.11 -0.07 0.14
H 6.095 4.492 -5.379 -0.01 -0.02 0.07 0.11
H -2.405 -1.352 -4.715 0.75 0.22 0.82 0.09
N 0.283 -0.437 -1.765 -1.40 -0.28 -2.49 0.00
H -1.498 1.088 5.639 0.42 -0.23 -0.86 0.06
H -0.361 -0.935 2.803 0.30 0.43 -0.97 0.03
C -1.914 -1.464 -2.505 2.14 1.55 -2.07 -0.10
H -2.400 -6.520 0.697 0.71 0.81 0.10 0.09
C -0.343 -0.378 1.820 -0.38 0.08 0.44 -0.28
C -2.623 -2.447 6.037 0.42 0.93 -0.78 -0.30
H -2.130 2.237 3.502 0.36 -0.94 0.00 0.12
N 3.995 4.257 -5.193 -0.04 -0.10 0.14 -0.36
H -0.184 -0.089 -5.266 -0.03 -0.28 1.11 0.06
H 0.856 2.417 -6.162 0.05 -0.23 0.31 0.11
C 2.979 4.251 -4.069 0.17 0.36 0.03 0.02
H 3.747 6.320 -5.579 0.01 -0.07 -0.04 0.11
C -2.763 -1.884 4.767 -0.04 -0.19 1.61 -0.08
C -0.410 -6.246 1.570 0.08 2.63 -0.52 -0.10
H -4.000 0.983 3.054 0.72 -0.60 0.32 0.11
H 1.430 0.450 -3.301 -0.84 -0.58 0.25 0.07
C 4.033 2.912 -5.925 -0.33 0.14 0.15 -0.08
C -0.926 -3.562 0.893 1.17 1.13 0.20 -0.31
C -0.413 -0.400 -4.219 -0.84 -0.79 2.78 -0.10
H -3.414 0.138 5.548 -0.07 -0.71 -0.57 0.09
H 4.292 2.169 -5.168 -0.03 0.06 -0.03 0.15
H 4.840 2.979 -6.656 -0.03 0.00 0.05 0.14
H 5.555 3.670 -3.883 0.01 0.07 -0.04 0.12
C -0.929 0.879 4.695 0.22 0.36 0.05 -0.10
H -0.195 1.801 2.068 -0.87 -0.43 0.01 0.09
H -1.716 1.296 1.220 0.47 -0.14 0.71 0.09
C -3.510 -0.515 4.647 0.72 0.43 -1.12 -0.19
C 2.738 2.519 -6.620 -0.36 0.11 -0.05 -0.22
C -3.180 -3.852 6.427 0.94 0.29 0.12 -0.08
```
Positions in Å, forces in eV/Å.

Its highest occupied orbital energy is -6.1 eV. As for the orbital gap: 0.1763 hartree. The value obtained for the lowest unoccupied orbital energy is -1.271 eV. As for the total energy: -85490.738 eV. As for the net charge: 0.

=====

C4H10O2 | the ωB97M-V functional and the def2-TZVPD basis

```
16
Properties=species:S:1:pos:R:3:forces:R:3:lowdin_charge:R:1
H 0.279 -1.384 -0.662 -0.07 0.17 0.04 0.12
H 0.584 0.799 1.422 0.06 -0.05 -0.10 0.14
O -0.387 1.552 -0.149 0.04 -0.01 -0.21 -0.06
O -2.201 -0.300 -0.694 -0.19 0.17 0.01 -0.08
H 1.724 0.340 -1.387 0.04 0.07 0.16 0.09
C -0.054 -0.908 0.270 -0.01 0.05 -0.09 -0.14
H 2.583 -0.018 0.116 -0.09 0.09 -0.03 0.09
H -1.875 -2.063 0.228 0.07 0.13 0.09 0.12
H 2.205 1.673 -0.305 0.02 -0.14 0.05 0.08
H 0.395 -1.485 1.093 -0.09 0.10 -0.17 0.12
C -1.576 -1.016 0.345 0.14 -0.27 0.29 -0.27
H -1.901 0.614 -0.556 -0.19 -0.17 -0.18 0.05
C 0.494 0.532 0.363 0.17 -0.09 0.14 -0.42
H -1.930 -0.683 1.335 0.01 0.01 -0.15 0.12
C 1.838 0.643 -0.336 0.06 0.01 0.00 -0.06
H -0.177 1.703 -1.082 0.01 -0.06 0.16 0.10
```
Positions in Å, forces in eV/Å.

Its highest occupied orbital energy is -9.9 eV. As for the SMILES: C[C@@H](O)CCO. The calculation puts the relative energy (zero: lowest compared OMol25 entry of this formula, charge and spin) at 16.8 kcal/mol. As for the orbital gap: 0.3964 hartree. The value obtained for the lowest unoccupied orbital energy is 0.905 eV. As for the total energy: -8404.819 eV. As for the net charge: 0.

=====

C24H43N2O4 | the ωB97M-V functional and the def2-TZVPD basis

```
73
Properties=species:S:1:pos:R:3:forces:R:3:lowdin_charge:R:1
H -1.844 -3.272 -0.550 1.70 1.51 0.35 0.13
H -0.638 -3.713 -2.480 1.25 1.06 1.28 0.11
H 2.219 -0.882 2.562 -0.42 -1.61 -0.62 0.12
H 3.893 -5.611 0.665 -2.20 -1.14 1.40 0.06
H -2.755 5.365 -0.715 -0.04 0.02 -0.12 0.08
H 2.216 3.459 0.123 -0.32 -0.06 -0.47 0.07
C -0.253 -2.242 0.832 -0.96 -0.36 1.10 -0.23
H -0.091 5.173 -1.999 0.05 0.06 -0.04 0.06
H -2.311 8.053 -2.901 0.09 -0.04 0.03 0.13
H -0.829 -3.220 2.865 -0.09 -0.47 -2.07 0.09
H 3.260 0.375 1.086 -0.54 -0.82 -1.80 0.13
H 1.036 6.078 -0.968 -0.02 0.09 -0.11 0.08
O -2.482 5.989 -2.643 0.19 0.31 0.23 -0.20
H 2.994 0.861 -0.679 -0.22 -1.42 0.89 0.13
H -0.070 -5.001 0.293 -0.90 0.46 1.58 0.10
C -1.617 -1.171 -1.285 -0.63 -0.15 -0.80 -0.19
C -3.064 -0.745 -0.714 -0.52 0.95 -0.72 -0.25
C 2.932 -5.916 1.239 -6.58 0.11 1.78 0.05
H -0.898 -0.250 -1.297 -1.22 -1.72 0.19 0.09
N 1.541 3.336 -0.656 -3.09 -3.45 1.62 0.11
O 0.213 7.187 -2.475 -0.19 -0.42 -0.08 -0.19
H -0.266 7.891 -4.322 -0.04 -0.02 -0.04 0.13
H -1.615 -5.491 1.175 1.78 1.15 0.20 0.13
H 1.603 -1.527 5.210 -1.33 -0.20 -1.99 0.07
C 2.955 -0.038 0.036 -0.02 1.01 1.34 -0.12
H 3.327 -2.187 1.870 -1.97 0.50 0.05 0.12
H 2.136 -4.038 3.481 -1.39 1.48 -1.34 0.09
C 1.358 -2.187 0.802 0.80 1.43 -0.20 -0.13
H -2.577 7.084 -4.358 0.01 0.04 0.02 0.12
H -1.288 -0.284 2.060 1.32 -0.83 -1.15 0.18
H -1.814 6.861 -0.863 0.00 0.04 -0.04 0.08
C 1.695 -6.057 1.702 6.00 2.40 -1.39 -0.10
H -0.151 2.044 1.750 1.30 -0.99 -0.88 0.15
H 1.713 1.841 1.644 -1.84 -0.84 -0.97 0.14
C -2.045 7.118 -3.403 0.24 -0.53 -0.28 -0.19
H 0.095 -2.748 4.741 2.43 -0.24 1.03 0.06
C -0.463 -0.708 1.378 0.56 0.85 -0.68 0.13
H -4.069 -2.633 -1.664 -0.21 1.43 1.14 0.09
C -0.615 -4.902 1.300 -0.62 -0.74 0.20 -0.17
C -0.999 -3.393 1.727 -0.31 0.48 0.94 -0.13
H 1.952 -3.046 0.289 -1.66 1.68 0.41 0.16
H -5.283 -1.458 -0.758 2.13 -0.66 -0.33 0.09
C 0.043 -3.115 -1.742 -0.96 -0.37 -0.70 -0.08
C 1.454 -0.706 0.100 2.61 -0.33 -1.87 -0.15
O 5.128 -0.758 0.258 2.64 0.94 1.62 -0.04
C 0.655 2.394 -0.318 2.17 1.24 -0.17 -0.14
H 0.541 -2.296 -2.404 -0.62 -1.44 1.41 0.10
C -0.976 -2.498 -0.629 0.58 0.72 -1.59 -0.26
H -1.780 -1.418 -2.416 0.26 0.39 2.00 0.14
H 0.353 -5.218 3.416 0.08 -0.65 -1.73 0.10
C 2.214 -1.958 2.151 2.30 -1.30 1.89 -0.15
C 0.703 1.594 1.115 -0.56 1.88 -0.23 -0.08
C 1.153 -2.332 4.527 0.66 -1.46 -2.03 -0.02
C -4.199 -1.888 -0.796 0.15 -0.49 1.59 -0.13
H -0.281 6.125 -4.201 -0.10 0.02 0.08 0.12
H -2.154 -3.295 1.586 2.14 0.15 0.09 0.12
C -0.544 7.051 -3.679 -0.14 0.47 0.35 -0.19
O 3.955 -1.028 -0.348 -3.69 -0.21 -0.26 -0.18
C 0.692 5.938 -1.995 -0.10 0.32 0.02 -0.15
H -3.580 6.879 -1.137 0.03 0.06 0.12 0.09
H 1.534 5.607 -2.604 0.07 -0.19 -0.03 0.08
H -0.228 -6.766 2.579 0.70 1.91 -0.32 0.12
H -3.018 -0.293 0.363 -0.05 -0.96 -1.78 0.10
H -3.434 0.138 -1.384 0.79 -1.46 1.20 0.12
H 0.795 -3.875 -1.326 -1.02 1.35 -0.66 0.07
C 1.857 -2.930 3.379 -1.43 2.35 2.06 -0.13
N 0.478 0.130 0.924 -0.67 -2.71 0.07 -0.04
H -4.102 -2.517 0.186 -0.26 0.89 -1.77 0.07
H 1.189 -0.703 -1.035 -0.26 -0.16 2.21 0.16
C 0.251 -5.725 2.391 1.15 -1.70 -1.14 -0.18
H -0.192 2.066 -1.034 1.46 0.77 1.12 0.13
H 5.052 -0.898 1.240 -0.38 -0.21 -1.05 0.12
C -2.660 6.302 -1.268 -0.09 -0.14 -0.15 -0.12
```
Positions in Å, forces in eV/Å.

Its highest occupied orbital energy is -10.8 eV. The calculation puts the relative energy (zero: lowest compared OMol25 entry of this formula, charge and spin) at 242.4 kcal/mol. As for the orbital gap: 0.2372 hartree. The value obtained for the lowest unoccupied orbital energy is -4.369 eV. As for the total energy: -36732.448 eV. As for the net charge: +1.